Entry 1:
14
Properties=species:S:1:pos:R:3:forces:R:3:mulliken_charge:R:1 method="wB97M-V/def2-TZVPD" charge=0 lumo_energy_ev=0.46 homo_lumo_gap_ha=0.3442 homo_energy_ev=-8.91 smiles="CC(=C=O)[C@@H](O)C=O"
C -0.6436 -0.5714 -0.5335 0.3 -1.1 0.2 -0.126
C 0.9223 1.3048 0.2916 0.6 0.4 0.3 -1.299
C -0.1647 0.3033 0.5737 -0.5 1.0 1.0 0.250
C 0.5028 -1.6213 -0.5687 -1.1 -1.8 -0.4 -0.071
O -0.7764 0.1578 -1.7351 -0.3 -0.2 -0.2 -0.539
C -0.7533 0.2786 1.7559 -0.6 -0.9 0.6 0.554
O 0.3793 -2.7571 -0.1193 0.2 2.2 -0.6 -0.500
O -1.2729 0.1267 2.7966 0.6 0.5 -1.2 -0.421
H -1.6903 0.4898 -1.7700 0.6 -0.1 0.0 0.334
H -1.5673 -1.1117 -0.3026 0.2 0.0 0.2 0.466
H 1.4398 -1.2948 -1.0513 0.1 0.1 0.2 0.364
H 1.2804 1.2496 -0.7405 -0.3 -0.1 0.2 0.323
H 0.5594 2.3230 0.4630 0.2 -0.1 -0.1 0.342
H 1.7846 1.1225 0.9402 0.0 0.2 -0.1 0.322

---

Entry 2:
16
Properties=species:S:1:pos:R:3:forces:R:3:mulliken_charge:R:1 method="wB97M-V/def2-TZVPD" s_squared=2.024 spin_multiplicity=3 charge=+1 lumo_energy_ev="-3.60 / -6.87" homo_lumo_gap_ha="0.2914 / 0.2367" homo_energy_ev="-11.53 / -13.31"
C 0.8077 1.3173 -1.1638 0.2 0.5 -2.5 -0.769
C -0.3294 -0.9834 0.8379 -2.5 -4.2 -0.4 -0.472
C 0.6935 1.2367 0.1084 0.7 1.7 1.6 0.565
C -1.0023 -2.0703 0.4639 0.2 0.6 -1.6 0.035
C 1.0415 2.1872 1.2032 1.9 -0.2 -0.1 -1.027
N -1.2290 -1.9881 -1.0592 -0.1 -1.8 0.3 -0.282
H 1.4213 2.2247 -1.5063 -0.7 -1.4 -0.2 0.269
H 0.3061 0.6676 -1.9465 0.7 0.8 0.8 0.056
H -0.1863 -0.8851 1.8433 1.3 1.4 2.6 0.381
H -1.2597 -3.1212 0.8584 0.4 2.1 -0.1 0.375
H 0.4925 3.0737 1.0483 -1.1 1.0 0.0 0.314
H 2.1145 2.6153 1.2275 -1.2 -1.3 -0.3 0.313
H 0.8381 1.7941 2.1839 -0.1 -0.1 0.4 0.298
H -0.8211 -1.0635 -1.3331 -0.4 -1.1 -0.4 0.149
H -2.1995 -2.1697 -1.4195 0.9 0.7 0.6 0.395
H -0.6880 -2.8353 -1.3465 -0.1 1.3 -0.7 0.400

---

The records above give, respectively, energy relative to the best compared isomer or geometry (same formula, charge and spin) values of 1.619; 3.720 eV.